(1)
Density functional theory data (ωB97M-V/def2-TZVPD) for C24H58N3O12P4STl as an isolated structure.

Its energy relative to the best compared isomer or geometry (same formula, charge and spin) is 6.8 kcal/mol. Its charge is +2. Its largest force on an atom is 0.011 hartree/bohr. The highest occupied orbital energy is -0.53633 hartree. For the HOMO-LUMO gap, the calculation gives 0.3188 Ha. The spin multiplicity is 1. The LUMO energy comes out at -5.919 eV. As for the energy: -3952.53020 Eh.

XYZ file:
```
103
Properties=species:S:1:pos:R:3:lowdin_charge:R:1
Tl -0.083 -0.859 -0.487 0.867
C -1.081 -1.251 4.805 -0.032
C 0.377 -1.619 4.964 -0.374
C 0.697 -3.061 4.626 -0.040
O 1.222 -0.701 4.154 -0.153
P 1.306 -0.572 2.608 0.449
O 0.273 -1.316 1.808 -0.343
C 2.936 -1.178 2.111 -0.165
P 2.896 -1.509 0.333 0.468
O 2.125 -0.419 -0.390 -0.301
O 4.355 -1.681 -0.168 -0.166
C 5.282 -0.529 -0.306 -0.413
C 5.446 -0.245 -1.780 -0.025
C 6.562 -0.911 0.396 -0.027
O 2.141 -2.842 0.088 -0.194
C 2.553 -4.273 0.158 -0.365
C 3.325 -4.556 1.427 -0.029
C 3.294 -4.628 -1.109 -0.025
O 1.278 0.948 2.280 -0.200
C 2.119 1.966 2.924 -0.418
C 2.692 2.819 1.816 -0.021
C 1.260 2.732 3.902 -0.023
H -1.669 -1.825 5.521 0.098
H -1.435 -1.479 3.798 0.080
H -1.236 -0.190 5.009 0.090
H 0.711 -1.393 5.972 0.147
H 0.438 -3.284 3.589 0.078
H 0.111 -3.716 5.270 0.099
H 1.753 -3.278 4.799 0.088
H 3.151 -2.114 2.629 0.077
H 3.719 -0.456 2.359 0.091
H 4.821 0.333 0.185 0.126
H 5.877 -1.112 -2.284 0.098
H 6.117 0.603 -1.917 0.100
H 4.486 -0.002 -2.239 0.081
H 6.983 -1.811 -0.054 0.098
H 6.402 -1.092 1.461 0.085
H 7.285 -0.101 0.290 0.100
H 1.593 -4.778 0.169 0.130
H 4.278 -4.018 1.442 0.090
H 3.547 -5.622 1.468 0.103
H 2.741 -4.306 2.316 0.074
H 4.252 -4.108 -1.166 0.084
H 2.684 -4.371 -1.977 0.072
H 3.477 -5.702 -1.126 0.102
H 2.922 1.456 3.465 0.137
H 1.895 3.386 1.331 0.095
H 3.184 2.204 1.060 0.072
H 3.417 3.521 2.228 0.099
H 0.407 3.170 3.380 0.091
H 1.847 3.538 4.346 0.100
H 0.898 2.087 4.703 0.082
N -0.613 -4.126 -4.231 0.195
C -1.298 -3.068 -3.364 -0.472
C -2.689 -2.749 -3.904 -0.057
P -0.191 -1.599 -3.531 0.334
O 1.080 -2.136 -2.651 -0.188
O 0.181 -1.445 -4.945 -0.243
O -0.747 -0.467 -2.682 -0.359
P -1.243 -3.780 -1.641 0.377
O -2.689 -4.441 -1.571 -0.095
O -0.125 -4.759 -1.664 -0.272
O -1.232 -2.652 -0.605 -0.338
H -0.052 -3.669 -4.959 0.147
H -1.296 -4.737 -4.678 0.173
H -0.032 -4.687 -3.583 0.128
H -2.629 -2.383 -4.930 0.099
H -3.155 -1.977 -3.293 0.098
H -3.330 -3.629 -3.863 0.089
H 1.917 -1.859 -3.055 0.107
H -2.889 -4.901 -0.743 0.111
C -2.285 6.997 -2.829 -0.102
C -2.859 5.601 -3.047 -0.267
C -1.961 4.509 -2.474 -0.206
C -2.542 3.113 -2.714 -0.154
N -2.002 2.078 -1.826 0.047
C -2.278 1.997 -0.542 -0.674
S -1.581 0.806 0.542 0.813
N -3.126 2.864 -0.014 0.034
C -3.560 2.986 1.391 -0.182
C -4.984 3.519 1.473 -0.191
C -6.083 2.531 1.066 -0.242
C -6.176 2.227 -0.430 -0.105
H -2.945 7.760 -3.241 0.078
H -1.312 7.100 -3.315 0.079
H -2.153 7.207 -1.764 0.076
H -3.002 5.425 -4.117 0.118
H -3.851 5.533 -2.586 0.108
H -1.806 4.685 -1.404 0.110
H -0.973 4.568 -2.937 0.124
H -2.305 2.791 -3.726 0.139
H -3.635 3.126 -2.637 0.123
H -1.443 1.343 -2.244 0.088
H -3.540 3.535 -0.645 0.122
H -2.873 3.656 1.910 0.126
H -3.503 2.008 1.867 0.089
H -5.064 4.435 0.874 0.120
H -5.143 3.818 2.510 0.120
H -7.036 2.946 1.396 0.112
H -5.943 1.599 1.623 0.112
H -6.227 3.152 -1.015 0.076
H -7.080 1.657 -0.649 0.078
H -5.329 1.636 -0.788 0.057
```



(2)
Density functional theory data (ωB97M-V/def2-TZVPD) for a 6-piece molecular cluster, C24H58N6O4 overall at a distorted geometry.

Its energy relative to the best compared isomer or geometry (same formula, charge and spin) is 4.1 kcal/mol. Its charge is 0. Its largest force on an atom is 0.082 hartree/bohr. The highest occupied orbital energy is -0.29935 hartree. For the HOMO-LUMO gap, the calculation gives 0.3111 Ha. The spin multiplicity is 1. The LUMO energy comes out at 0.321 eV. The SMILES is CCN(CC)CC.CCN(CC)CC.CN(C)C=O.CN(C)C=O.CN(C)C=O.CN(C)C=O. As for the energy: -1578.63143 Eh.

XYZ file:
```
92
Properties=species:S:1:pos:R:3:lowdin_charge:R:1
C 10.317 -1.228 -4.868 -0.094
C 10.804 -0.712 -3.537 -0.272
N 10.064 0.497 -3.149 -0.202
C 8.664 0.202 -2.765 -0.248
C 7.774 1.188 -3.570 -0.075
C 10.721 1.210 -2.064 -0.260
C 11.732 2.150 -2.756 -0.094
H 10.360 -0.419 -5.598 0.079
H 9.283 -1.570 -4.828 0.063
H 10.981 -2.042 -5.159 0.073
H 10.811 -1.495 -2.778 0.115
H 11.849 -0.429 -3.663 0.105
H 8.341 -0.794 -3.065 0.096
H 8.559 0.236 -1.680 0.106
H 7.935 2.218 -3.251 0.067
H 8.127 1.051 -4.592 0.064
H 6.712 0.945 -3.557 0.062
H 11.286 0.616 -1.346 0.110
H 10.014 1.805 -1.486 0.113
H 12.260 2.668 -1.957 0.063
H 11.214 2.907 -3.345 0.068
H 12.472 1.723 -3.434 0.063
C -7.502 2.862 1.102 -0.077
C -7.538 2.888 2.658 -0.244
N -8.300 4.064 3.083 -0.223
C -7.712 5.393 2.791 -0.215
C -6.342 5.727 3.501 -0.067
C -8.663 3.856 4.449 -0.282
C -9.856 4.797 4.770 -0.083
H -8.538 3.042 0.816 0.074
H -7.127 1.919 0.704 0.065
H -6.969 3.690 0.636 0.055
H -8.085 1.996 2.962 0.106
H -6.605 2.936 3.218 0.108
H -7.548 5.491 1.718 0.094
H -8.444 6.169 3.012 0.098
H -5.533 5.070 3.183 0.061
H -6.062 6.758 3.286 0.069
H -6.501 5.500 4.556 0.053
H -7.862 4.056 5.161 0.103
H -9.014 2.828 4.534 0.109
H -10.398 4.379 5.619 0.065
H -10.554 4.910 3.941 0.074
H -9.443 5.789 4.956 0.059
C -1.047 -1.779 -0.726 -0.050
N -0.345 -0.635 -0.101 -0.194
C 1.065 -0.786 0.138 -0.053
C -1.071 0.421 0.292 -0.311
O -0.555 1.390 0.910 -0.041
H -0.473 -2.108 -1.592 0.080
H -2.049 -1.591 -1.114 0.084
H -1.094 -2.631 -0.048 0.085
H 1.616 -0.826 -0.801 0.091
H 1.516 0.012 0.728 0.088
H 1.259 -1.684 0.725 0.089
H -2.133 0.374 0.007 0.132
C -1.940 -2.866 -7.394 -0.061
N -0.827 -2.298 -8.186 -0.203
C 0.350 -1.859 -7.452 -0.044
C -1.125 -1.874 -9.458 -0.317
O -0.369 -1.217 -10.193 -0.013
H -1.621 -3.681 -6.744 0.081
H -2.768 -3.225 -8.005 0.081
H -2.315 -2.097 -6.719 0.083
H 1.206 -1.607 -8.078 0.091
H -0.035 -1.005 -6.896 0.093
H 0.666 -2.648 -6.770 0.083
H -2.149 -2.157 -9.747 0.126
C -7.564 -7.348 2.745 -0.076
N -6.566 -6.338 2.483 -0.189
C -5.165 -6.772 2.730 -0.034
C -6.876 -5.070 2.116 -0.316
O -6.005 -4.198 1.955 -0.027
H -7.472 -7.733 3.760 0.085
H -7.472 -8.225 2.105 0.085
H -8.565 -6.927 2.641 0.084
H -4.423 -6.108 2.287 0.079
H -4.971 -6.767 3.802 0.092
H -4.905 -7.703 2.227 0.085
H -7.948 -4.825 2.055 0.133
C 2.719 1.480 5.853 -0.061
N 3.952 0.854 5.515 -0.215
C 4.223 -0.446 6.103 -0.036
C 4.911 1.494 4.870 -0.327
O 5.974 1.014 4.376 -0.044
H 2.932 1.873 6.847 0.095
H 1.873 0.794 5.893 0.094
H 2.437 2.273 5.160 0.094
H 3.557 -1.196 5.677 0.090
H 5.275 -0.721 6.025 0.091
H 3.955 -0.422 7.159 0.085
H 4.677 2.542 4.630 0.134
```